A 7-piece molecular cluster, C10H36FN13O7Si overall at a distorted geometry, computed with the ωB97M-V functional and the def2-TZVPD basis.

Properties
Energy in eV: -55259.793
Net charge: 0
Structure (SMILES): CNC[Si@@H](F)COC.NC(N)=O.NC(N)=O.NC(N)=O.NC(N)=O.NC(N)=O.NC(N)=O

The geometry in XYZ format:
```
68
Properties=species:S:1:pos:R:3:forces:R:3:nbo_charge:R:1
C -3.49357 3.98140 -0.10504 -0.1696 0.2416 -0.4181 -0.426
N -2.89140 2.79041 -0.75441 -0.6246 -0.1271 1.2986 -0.617
C -2.14490 2.04838 0.32105 0.4691 0.1269 -0.2016 -0.701
Si -0.26738 1.90100 -0.06137 -0.7916 0.9343 -0.2599 1.649
F 0.15628 2.90010 -1.33944 -0.2263 -0.9702 1.3597 -0.650
C 0.63205 2.39408 1.54657 -0.5460 -0.2476 -0.2839 -0.561
O 2.05148 2.14695 1.53030 -0.3420 0.8706 0.0050 -0.569
C 2.74703 3.28658 1.03704 0.4412 0.1088 -0.7332 -0.257
H -4.06087 3.72235 0.81474 0.4635 0.1617 -0.2816 0.186
H -2.66880 4.68888 0.10859 -0.5422 -0.2219 0.0517 0.184
H -4.22948 4.47788 -0.77063 0.5803 -0.2400 0.1207 0.195
H -3.67546 2.17818 -0.96258 0.0785 0.1546 -0.3118 0.348
H -2.25537 2.56932 1.29891 0.0165 -0.3534 -0.4453 0.206
H -2.58140 1.03925 0.46577 0.3889 0.4276 -0.0085 0.237
H 0.00305 0.52711 -0.49528 0.3918 -0.1361 -0.1356 -0.235
H 0.35935 3.45031 1.75985 0.4401 -0.3438 0.0496 0.192
H 0.16226 1.78370 2.34372 0.3366 0.2156 -0.4109 0.271
H 3.52691 2.92978 0.33447 -0.1960 0.2365 0.4528 0.175
H 3.22172 3.89060 1.83332 -0.2416 -0.4138 -0.1388 0.178
H 2.09123 3.96174 0.45018 0.2157 -0.4137 0.2943 0.184
N 0.79222 -1.37215 2.37124 0.2615 0.3383 -0.0820 -0.851
C -0.48230 -1.09875 2.77647 -0.2061 -0.2915 0.0597 0.781
N -1.26005 -2.17487 3.04071 -0.1402 0.1973 0.4368 -0.848
O -0.89952 0.05263 2.89242 0.0354 -0.1082 0.0154 -0.714
H 1.15499 -2.29931 2.26742 -0.0559 -0.0433 -0.0114 0.388
H 1.38988 -0.58993 2.16801 0.0068 -0.0318 -0.0048 0.408
H -2.21865 -1.98684 3.33236 0.1976 -0.1598 -0.4496 0.442
H -0.94748 -3.12265 2.95805 0.1015 0.0247 -0.0584 0.381
N -4.78884 -0.07014 4.03290 0.2076 -0.0097 0.2282 -0.838
C -4.91174 -1.09552 3.14849 0.0357 0.1522 0.0060 0.787
N -6.16561 -1.29872 2.66385 -0.0801 -0.2304 -0.1207 -0.837
O -3.95696 -1.78582 2.80827 -0.4503 -0.0095 0.1127 -0.694
H -5.55274 0.50909 4.32243 -0.0492 0.0108 -0.0963 0.390
H -3.87291 0.10856 4.40385 0.0344 0.0456 -0.0927 0.415
H -6.28744 -2.04652 2.00707 0.0104 0.0117 -0.0121 0.409
H -6.95918 -0.74561 2.92333 0.0383 0.0891 -0.0161 0.393
N 2.76629 -0.27238 -2.34684 -0.0706 -0.0967 -0.2109 -0.832
C 3.62140 -1.22263 -1.89209 -0.1234 0.2342 -0.0531 0.786
N 4.23589 -0.93005 -0.71259 0.0949 -0.2459 0.1309 -0.841
O 3.82602 -2.27020 -2.50176 0.0260 -0.0428 0.2659 -0.715
H 2.58449 0.58787 -1.86495 -0.0179 -0.0091 0.0220 0.397
H 2.29376 -0.45454 -3.21446 0.0001 0.0449 -0.0061 0.418
H 4.87943 -1.60718 -0.34706 0.0895 0.0830 0.0006 0.406
H 4.08215 -0.08145 -0.20101 -0.0478 0.0218 -0.0349 0.396
N 3.62991 -3.63476 -5.16731 -0.2557 0.1165 0.0793 -0.851
C 3.17225 -3.29708 -6.40228 -0.0986 0.1901 0.2327 0.770
N 3.58149 -4.11346 -7.41899 -0.0148 -0.0918 -0.3517 -0.854
O 2.44573 -2.33131 -6.59300 0.1137 -0.1787 -0.0374 -0.675
H 4.22504 -4.41968 -4.98911 0.0674 0.0231 -0.0318 0.380
H 3.34821 -3.05116 -4.39406 0.2470 -0.0316 0.1299 0.436
H 3.26127 -3.89061 -8.34219 0.0001 0.0158 0.0083 0.404
H 4.17564 -4.90857 -7.28964 0.0210 0.0081 0.0534 0.382
N 7.78126 -5.77471 -2.00978 0.2493 -0.1945 -0.0604 -0.853
C 7.17056 -4.57680 -1.76971 0.0100 0.3220 0.0601 0.769
N 5.80957 -4.61386 -1.74792 -0.1077 0.1056 0.1774 -0.853
O 7.80151 -3.54658 -1.58701 -0.0841 -0.2228 0.0149 -0.666
H 7.28659 -6.63183 -2.16180 -0.0434 0.0108 0.0101 0.383
H 8.78341 -5.78102 -2.03225 -0.0027 0.0185 -0.0018 0.406
H 5.32513 -3.74719 -1.58142 -0.1448 -0.0024 -0.3464 0.425
H 5.27265 -5.44624 -1.89475 0.0173 -0.0292 -0.0006 0.382
N -7.40880 5.27175 1.88736 -0.1610 0.0768 -0.1450 -0.846
C -6.54440 4.34354 2.38528 0.0373 -0.2385 -0.1719 0.772
N -5.93553 4.68784 3.55595 0.1178 -0.0555 0.2179 -0.848
O -6.32880 3.28035 1.82258 -0.0804 0.1304 0.1749 -0.669
H -7.60024 6.14967 2.32982 0.0304 0.0061 0.0230 0.388
H -7.87236 5.04980 1.02636 0.0147 -0.0072 -0.0061 0.410
H -5.29078 4.02763 3.94775 0.0362 0.0185 -0.0327 0.407
H -6.09511 5.55335 4.03426 -0.0092 0.0246 -0.0286 0.389
```
Forces are in eV/Å.